Run a
{
  "formula": "C4H10NO3",
  "method": "wB97M-V/def2-TZVPD",
  "elements": ["O", "O", "O", "N", "C", "C", "C", "C", "H", "H", "H", "H", "H", "H", "H", "H", "H", "H"],
  "xyz": [[1.1685, -0.7736, -0.8407], [2.7038, -2.4274, 1.4196], [0.2107, -1.6661, 0.9377], [-1.9752, 1.8110, -1.7868], [-0.9564, 1.4309, -0.5671], [-0.6970, 2.3615, 0.6456], [-1.0638, -0.0238, -0.1640], [0.2423, -0.8214, -0.0054], [0.2902, 2.0049, 0.9534], [-1.3119, 2.1497, 1.5280], [-0.1047, 1.5081, -1.2300], [3.0898, -1.6454, 1.0117], [-0.6765, 3.4397, 0.4584], [-1.6069, -0.1377, 0.7650], [-2.2717, 1.7404, -0.6700], [-1.5913, 2.7372, -1.9755], [1.7285, -2.2644, 1.1863], [-1.6494, -0.6507, -0.8646]],
  "lowdin_charge": [-0.04, -0.15, -0.09, -0.01, -0.47, -0.06, -0.12, -0.69, 0.09, 0.07, 0.11, 0.00, 0.07, 0.10, 0.08, 0.01, -0.01, 0.13],
  "mol_weight_g_mol": 120.128,
  "homo_energy_ev": -4.760,
  "total_charge": -1
}

Run b
{
  "formula": "C4H10NO3",
  "method": "wB97M-V/def2-TZVPD",
  "elements": ["O", "O", "O", "N", "C", "C", "C", "C", "H", "H", "H", "H", "H", "H", "H", "H", "H", "H"],
  "xyz": [[-0.7021, -1.8825, 2.4076], [2.4649, -1.1678, -1.1580], [0.7869, -1.7768, 0.2041], [-2.1900, 2.5273, 0.1645], [1.3285, -1.0394, -0.6628], [-0.9365, 2.1825, -0.4972], [-0.3353, 0.8136, -0.0889], [0.4283, 0.0934, -1.2024], [-1.9778, 3.0934, 0.9763], [0.3748, 0.9996, 0.7134], [-0.6608, -1.8598, 1.4302], [0.9748, 0.7855, -1.8469], [-0.2970, -0.4542, -1.8344], [-0.9924, 2.2927, -1.5868], [-1.1102, 0.1654, 0.3084], [-0.1624, 2.9094, -0.2291], [0.1710, -2.2474, 2.6014], [-2.5985, 1.6752, 0.5300]],
  "lowdin_charge": [-0.12, -0.07, -0.10, -0.03, -0.73, -0.31, -0.21, -0.15, 0.05, 0.11, -0.01, 0.10, 0.11, 0.09, 0.09, 0.10, 0.02, 0.05],
  "mol_weight_g_mol": 120.128,
  "homo_energy_ev": -4.376,
  "total_charge": -1
}

It comes down to run b, which is 62.3 kcal/mol more stable than the next structure.

Run a
{
  "formula": "C42H52F3Ge2N7O2S3Ti",
  "method": "wB97M-V/def2-TZVPD",
  "elements": ["Ge", "Ge", "Ti", "S", "S", "S", "F", "F", "F", "O", "O", "N", "N", "N", "N", "N", "N", "N", "C", "C", "C", "C", "C", "C", "C", "C", "C", "C", "C", "C", "C", "C", "C", "C", "C", "C", "C", "C", "C", "C", "C", "C", "C", "C", "C", "C", "C", "C", "C", "C", "C", "C", "C", "C", "C", "C", "C", "C", "C", "C", "H", "H", "H", "H", "H", "H", "H", "H", "H", "H", "H", "H", "H", "H", "H", "H", "H", "H", "H", "H", "H", "H", "H", "H", "H", "H", "H", "H", "H", "H", "H", "H", "H", "H", "H", "H", "H", "H", "H", "H", "H", "H", "H", "H", "H", "H", "H", "H", "H", "H", "H", "H"],
  "xyz": [[-2.0794, 0.0627, 0.5372], [0.1549, -2.3234, -1.2150], [0.4946, 0.8833, 0.3941], [2.0424, 2.3069, 2.0009], [0.0085, -0.2856, 4.9554], [-1.2344, 1.9399, 3.4750], [-1.2675, 7.1789, -2.5770], [-1.8776, 7.5703, -0.5400], [0.1642, 7.9495, -1.1480], [3.6263, -1.9931, -0.5377], [0.8835, -1.0291, 0.1883], [0.2237, 0.0983, 2.3234], [2.4276, 1.0092, -0.4660], [1.0727, -1.0015, 2.4767], [4.0901, 0.7325, 2.5940], [0.3143, 1.0349, -1.9535], [3.4120, 0.6012, 0.4169], [0.0940, 3.0706, -0.2351], [0.7960, 5.3064, -0.7371], [2.0749, -3.6873, 2.3364], [-1.1145, -4.8536, -0.9857], [6.5380, 0.5220, 2.7369], [-0.2759, 0.5105, 3.4513], [1.6144, 1.5301, -3.9136], [-0.5148, 5.7007, -0.9224], [1.4469, -2.3015, -2.6527], [-0.7780, 1.0157, 5.9518], [3.9690, -4.1366, 0.3594], [1.4028, -1.5420, 1.3717], [-0.7832, 1.2613, -2.6746], [0.7441, -2.3607, -4.0141], [-6.1755, -0.5938, -1.7831], [1.0551, 3.9920, -0.3911], [-2.4571, -0.8361, -1.2024], [-1.5213, 4.7565, -0.7929], [-1.8933, 1.6460, 5.1416], [-3.8316, -0.3916, -3.2433], [3.7052, -5.1047, 1.3104], [4.0604, 0.8812, -2.3075], [-0.8719, 7.1256, -1.2987], [3.2847, -2.9263, 0.3866], [-0.0783, -3.9880, -0.2522], [-1.5601, -1.6547, -1.7543], [-6.2297, -0.3284, -3.1450], [-4.9525, -0.7369, -1.1521], [2.2863, -2.7173, 1.3496], [2.7749, -4.8744, 2.3195], [-1.1688, 3.4631, -0.4674], [-3.0052, -1.5434, 2.9792], [1.5053, 1.2083, -2.5727], [-3.7643, -0.6438, -1.8745], [5.2231, -0.1809, 2.4562], [0.4576, 1.7350, -4.6541], [2.7017, 1.0364, -1.7198], [-0.7601, 1.6179, -4.0161], [-5.0560, -0.2279, -3.8746], [-3.4923, 1.4299, 0.8468], [-2.1892, -1.5693, 1.6887], [-4.5720, 1.1833, 1.8972], [3.2664, 1.1204, 1.6310], [-7.1846, -0.2070, -3.6356], [-0.4189, -3.7663, 0.7601], [-2.6913, -0.7459, 3.6513], [6.6987, 1.3420, 2.0394], [-1.1611, 0.5489, 6.8585], [3.9582, 1.1821, 3.4889], [-0.0198, 1.7514, 6.2192], [1.3188, -3.5082, 3.0878], [-2.9158, -0.3280, -3.8195], [2.5899, -5.6248, 3.0730], [-5.2054, 0.3330, 1.6571], [-2.5838, -2.3351, 1.0179], [1.4748, -2.4050, -4.8203], [1.6138, 6.0033, -0.8450], [4.2465, -6.0399, 1.2817], [-4.1515, 1.0090, 2.8857], [-1.6908, 1.7890, -4.5344], [3.7104, -1.1176, -0.0938], [5.2071, -0.5849, 1.4455], [-4.0683, -1.4130, 2.7942], [6.5660, 0.9233, 3.7494], [-5.0939, -0.0283, -4.9361], [-1.8605, -2.1878, -2.6605], [5.0610, -1.0108, 3.1469], [-3.0000, 2.3688, 1.1004], [-0.7576, -5.1705, -1.9663], [0.8754, -4.5071, -0.1726], [-1.7273, 1.1607, -2.1632], [0.1186, -1.4821, -4.1795], [7.3634, -0.1802, 2.6378], [4.2995, 1.7468, -2.9270], [-2.7683, 1.0003, 5.0671], [4.7280, -4.2821, -0.3950], [2.0746, -1.4190, -2.5751], [4.0993, -0.0030, -2.9461], [2.1060, -3.1560, -2.5011], [0.1080, -3.2403, -4.1171], [-2.1894, 2.6108, 5.5496], [-3.9653, 1.5751, -0.1286], [0.5162, 1.9955, -5.7010], [-1.3224, -5.7582, -0.4164], [-2.8843, -2.4832, 3.5197], [-2.0602, -4.3295, -1.1239], [-2.5596, 5.0102, -0.9492], [2.5871, 1.6314, -4.3683], [-7.0889, -0.6867, -1.2145], [-1.1747, -1.8807, 1.9335], [-5.2226, 2.0552, 1.9670], [-4.9191, -0.9521, -0.0923], [2.0714, 3.6616, -0.2211], [4.8083, 0.7863, -1.5261], [-1.9265, 2.7001, -0.4040]],
  "lowdin_charge": [0.97, 1.04, 0.86, 0.77, 1.02, 0.99, 0.17, 0.17, 0.17, 0.02, -0.31, -0.30, -0.10, 0.10, 0.02, 0.06, -0.01, -0.04, 0.05, -0.02, -0.13, -0.07, -0.96, 0.03, -0.07, -0.29, -0.46, 0.01, -0.35, -0.12, -0.14, -0.05, -0.14, -0.37, 0.05, -0.46, -0.05, -0.04, 0.02, -0.60, -0.28, -0.29, -0.21, -0.06, -0.05, -0.13, -0.06, -0.12, -0.14, -0.21, -0.26, -0.21, 0.00, -0.25, -0.01, -0.06, -0.38, -0.32, -0.15, -0.75, 0.11, 0.06, 0.02, 0.08, 0.10, 0.14, 0.09, 0.12, 0.10, 0.11, 0.06, 0.07, 0.08, 0.14, 0.12, 0.04, 0.12, 0.05, 0.10, 0.07, 0.08, 0.11, 0.09, 0.13, 0.01, 0.08, 0.07, 0.08, 0.06, 0.08, 0.10, 0.08, 0.13, 0.04, 0.11, 0.08, 0.07, 0.10, 0.06, 0.13, 0.08, 0.08, 0.06, 0.14, 0.12, 0.11, 0.03, 0.08, 0.10, 0.07, 0.09, 0.05],
  "mol_weight_g_mol": 1033.207,
  "homo_energy_ev": -12.808,
  "total_charge": 2
}

Run b
{
  "formula": "C42H52F3Ge2N7O2S3Ti",
  "method": "wB97M-V/def2-TZVPD",
  "elements": ["Ge", "Ge", "Ti", "S", "S", "S", "F", "F", "F", "O", "O", "N", "N", "N", "N", "N", "N", "N", "C", "C", "C", "C", "C", "C", "C", "C", "C", "C", "C", "C", "C", "C", "C", "C", "C", "C", "C", "C", "C", "C", "C", "C", "C", "C", "C", "C", "C", "C", "C", "C", "C", "C", "C", "C", "C", "C", "C", "C", "C", "C", "H", "H", "H", "H", "H", "H", "H", "H", "H", "H", "H", "H", "H", "H", "H", "H", "H", "H", "H", "H", "H", "H", "H", "H", "H", "H", "H", "H", "H", "H", "H", "H", "H", "H", "H", "H", "H", "H", "H", "H", "H", "H", "H", "H", "H", "H", "H", "H", "H", "H", "H", "H"],
  "xyz": [[-2.3893, -1.4453, -0.6779], [0.5441, -1.7764, -0.6697], [0.7102, 0.8940, 0.4753], [-0.0419, 3.0990, 3.6041], [0.5247, -0.6315, 2.3882], [2.8231, 3.8169, 3.7628], [0.8321, 5.0094, -5.1469], [0.1238, 3.3112, -6.2917], [2.2527, 3.5966, -5.9781], [4.3250, -1.0753, -0.9915], [2.4437, 0.4910, 0.2659], [0.4863, 3.1654, 0.2079], [1.8248, 1.9520, 2.1364], [0.7206, 1.4931, -1.7699], [-1.8848, 0.5745, 2.0320], [3.2109, 1.8187, 1.9338], [-1.8437, -1.1816, 3.4440], [-1.1055, 1.4374, 1.2986], [-0.2789, 2.7873, -3.5163], [3.4935, 1.0203, 0.9896], [1.4479, 4.0242, -0.1251], [1.6584, 4.9122, 4.6128], [-3.0343, 2.8797, 1.4885], [1.5743, 2.8537, 3.0271], [-0.0596, 5.8515, 0.0354], [1.9026, 1.6252, -2.3886], [-2.6549, -0.1630, -2.0904], [-2.8447, -4.3198, -1.5669], [-0.3431, 2.0865, -2.3392], [2.0584, 2.3195, -3.5752], [-3.2994, -6.6922, -1.6821], [7.2319, 1.0747, 1.0494], [0.9501, 2.9045, -4.1464], [5.9133, 1.3522, 1.3111], [-1.0553, 4.9534, 0.3975], [6.5503, -0.5977, -0.5476], [1.7324, -2.7986, -3.1531], [1.9197, -2.7046, 0.4133], [-4.5337, -6.4398, -2.2664], [4.8766, 0.6623, 0.6538], [1.3677, -3.8220, 1.3009], [-0.7392, 3.6154, 0.4961], [-1.3145, -2.3529, 4.1680], [-3.6997, -0.6124, -3.1284], [0.4637, 4.0855, 5.0364], [-3.5624, -1.3206, 0.8407], [-0.5797, -3.3011, -1.1618], [-4.9314, -5.1308, -2.4996], [-4.0915, -4.0818, -2.1468], [-1.6524, 2.5893, 1.0446], [-2.4645, -5.6427, -1.3341], [-1.1702, -0.3807, 2.6201], [-2.0630, -2.5511, 5.4740], [-4.9663, -1.8462, 0.4727], [5.2158, -0.3257, -0.2803], [7.5456, 0.0899, 0.1092], [-1.9100, -3.2175, -1.2080], [1.0500, 3.7151, -5.4188], [1.3288, -1.4782, -2.4776], [1.2194, 5.3838, -0.2134], [-1.1701, 3.2403, -3.9319], [-1.2810, 1.9967, -1.8164], [0.7103, 3.3995, 5.8441], [2.4745, -1.9953, 1.0264], [-0.3884, 4.6997, 5.3265], [-0.2576, -2.1885, 4.3561], [2.1744, 5.3406, 5.4718], [2.4251, 3.6075, -0.3345], [-3.0927, 2.7487, 2.5720], [-0.0745, -4.2334, -1.4322], [-1.6833, -0.0418, -2.5672], [3.4312, -0.9651, -0.6554], [3.0362, 2.3980, -4.0327], [0.8689, -3.4342, -3.3550], [-1.4020, -3.2392, 3.5407], [2.4416, -3.3734, -2.5516], [-1.8960, -1.7140, 6.1541], [2.7590, 1.1736, -1.9170], [-5.1850, -7.2623, -2.5363], [-3.7237, 2.1488, 1.0621], [0.8158, -4.5741, 0.7359], [-2.8167, -0.9501, 3.5721], [-5.6316, -1.6952, 1.3260], [-5.8947, -4.9261, -2.9556], [2.0309, 6.0533, -0.4757], [-2.9889, -7.7123, -1.4899], [0.5777, -0.9560, -3.0785], [8.0169, 1.6121, 1.5679], [-2.9388, 0.7866, -1.6294], [-3.8010, 0.1579, -3.8951], [-4.9658, -2.9084, 0.2396], [-1.5099, -5.8527, -0.8633], [-0.2826, 6.9092, -0.0403], [-3.1082, -1.9250, 1.6291], [8.5818, -0.1416, -0.1058], [1.3701, 5.7109, 3.9322], [-3.3600, 3.8800, 1.2164], [2.6173, -3.1053, -0.3286], [2.2185, -2.5998, -4.1121], [2.1979, -0.8297, -2.4239], [-3.5835, -0.2878, 1.1792], [-1.7263, -3.4641, 5.9632], [-2.0547, 5.3004, 0.6169], [0.6955, -3.4286, 2.0689], [6.7783, -1.3708, -1.2734], [-4.6899, -0.7645, -2.6929], [-5.4101, -1.3144, -0.3759], [5.6472, 2.1163, 2.0298], [2.1877, -4.3351, 1.8113], [-3.1385, -2.6481, 5.3012], [-3.4018, -1.5347, -3.6288], [-4.4082, -3.0651, -2.3427]],
  "lowdin_charge": [1.07, 0.85, 0.82, 1.03, 0.81, 1.01, 0.17, 0.17, 0.17, 0.06, -0.28, 0.02, -0.19, -0.01, -0.02, 0.08, 0.00, -0.13, 0.05, -0.32, -0.08, -0.49, 0.01, -0.88, 0.00, -0.11, -0.35, -0.23, -0.12, 0.06, -0.06, -0.06, -0.07, -0.02, 0.02, 0.00, -0.14, -0.39, -0.07, -0.08, -0.16, -0.26, -0.24, -0.13, -0.47, -0.34, -0.25, -0.06, -0.06, -0.31, -0.03, -0.75, -0.07, -0.12, -0.24, -0.04, -0.33, -0.60, -0.37, 0.00, 0.14, 0.09, 0.09, 0.03, 0.09, 0.09, 0.09, 0.13, 0.10, 0.08, 0.03, 0.03, 0.14, 0.06, 0.12, 0.07, 0.08, 0.11, 0.11, 0.09, 0.06, 0.15, 0.08, 0.11, 0.13, 0.11, 0.06, 0.11, 0.06, 0.08, 0.07, 0.11, 0.13, 0.06, 0.12, 0.08, 0.08, 0.07, 0.08, 0.02, 0.03, 0.09, 0.12, 0.03, 0.13, 0.07, 0.07, 0.11, 0.08, 0.08, 0.07, 0.08],
  "mol_weight_g_mol": 1033.207,
  "homo_energy_ev": -12.535,
  "total_charge": 2
}

It comes down to run a, which is 33.6 kcal/mol more stable than the next structure.

Run a
{
  "formula": "C4H10N2S",
  "method": "wB97M-V/def2-TZVPD",
  "elements": ["S", "N", "N", "C", "C", "C", "C", "H", "H", "H", "H", "H", "H", "H", "H", "H", "H"],
  "xyz": [[0.8571, -1.2237, -0.3423], [-2.1839, -0.0050, -0.7511], [-0.0657, 1.7339, -0.2340], [-0.1989, -0.2779, 0.8931], [1.7959, 0.2399, -0.1452], [-1.7664, -0.4571, 0.6347], [0.6798, 0.9589, 0.5193], [-2.0887, -0.0866, 1.6960], [0.1926, -0.7329, 1.7430], [-2.0331, -1.5066, 0.6064], [2.9347, 0.0950, 0.4151], [-1.8390, 0.9379, -0.9930], [0.2795, 2.8158, -0.1142], [-0.3440, 1.4616, -1.2951], [2.1279, 0.7519, -1.0368], [1.0997, 1.4608, 1.4038], [-1.3585, -0.5030, -1.4638]],
  "lowdin_charge": [0.84, -0.07, -0.02, -0.43, -0.51, -0.25, -0.64, 0.14, 0.06, 0.08, 0.15, 0.00, 0.17, 0.16, 0.06, 0.15, 0.11],
  "mol_weight_g_mol": 118.205,
  "homo_energy_ev": -8.503
}

Run b
{
  "formula": "C4H10N2S",
  "method": "wB97M-V/def2-TZVPD",
  "elements": ["S", "N", "N", "C", "C", "C", "C", "H", "H", "H", "H", "H", "H", "H", "H", "H", "H"],
  "xyz": [[-2.8868, 0.0523, 0.6833], [0.2595, 1.8397, -0.1604], [-0.4795, -0.8429, -0.1100], [0.3752, -1.3219, -1.1889], [-1.7843, -0.6824, -0.2925], [1.0213, 0.9582, 0.7091], [0.2136, -0.2925, 1.0469], [1.3278, 1.4158, 1.6394], [0.8490, -0.4975, -1.6925], [-0.6630, 2.0792, 0.2601], [1.1217, -2.0380, -0.7828], [0.7353, 2.7121, -0.3366], [1.9578, 0.7072, 0.1740], [-2.1201, -1.0911, -1.2512], [0.8626, -1.0590, 1.4459], [-0.2300, -1.8507, -1.9092], [-0.5600, -0.0884, 1.7655]],
  "lowdin_charge": [0.58, 0.00, -0.23, -0.04, -0.70, -0.27, -0.19, 0.10, 0.08, 0.07, 0.10, 0.06, 0.11, 0.07, 0.12, 0.08, 0.06],
  "mol_weight_g_mol": 118.205,
  "homo_energy_ev": -8.153
}

Run c
{
  "formula": "C4H10N2S",
  "method": "wB97M-V/def2-TZVPD",
  "elements": ["S", "N", "N", "C", "C", "C", "C", "H", "H", "H", "H", "H", "H", "H", "H", "H", "H"],
  "xyz": [[-2.5300, 0.0141, 0.2287], [0.2472, 0.1039, 1.2183], [-0.1848, 1.0038, 0.3165], [0.9194, 1.6792, -0.3053], [-0.2421, -1.1926, -0.7015], [-1.0196, 0.0535, -0.6857], [0.6815, -1.0830, 0.5359], [0.6053, 2.3995, -1.0913], [0.4338, -1.0910, -1.6314], [1.7152, -0.8571, 0.2138], [1.6591, 2.0512, 0.4243], [-1.9471, -0.3302, 1.3978], [-0.8570, -2.1511, -0.6076], [0.5637, -1.9623, 1.1535], [1.4135, 0.8661, -0.8984], [-1.2269, 0.4444, -1.6412], [-0.2313, 0.0517, 2.0737]],
  "lowdin_charge": [0.78, -0.13, -0.27, -0.09, -0.22, -0.64, -0.20, 0.09, 0.13, 0.11, 0.09, -0.13, 0.13, 0.11, 0.07, 0.08, 0.09],
  "mol_weight_g_mol": 118.205,
  "homo_energy_ev": -8.224
}

Run d
{
  "formula": "C4H10N2S",
  "method": "wB97M-V/def2-TZVPD",
  "elements": ["S", "N", "N", "C", "C", "C", "C", "H", "H", "H", "H", "H", "H", "H", "H", "H", "H"],
  "xyz": [[0.8998, 1.4996, -0.5107], [0.0148, 0.1229, -0.2018], [-0.3979, -0.4851, -2.5056], [-0.4329, -0.6842, -1.2556], [-1.7077, -0.6243, 1.4951], [-0.2835, -0.1677, 1.2360], [0.7616, -1.1582, 1.7416], [1.7681, -0.7659, 1.5834], [-1.8116, -0.6327, 2.6005], [-0.8746, -1.5888, -0.8856], [-2.2982, 0.1737, 1.0473], [-2.0106, -1.6204, 1.0491], [2.1961, 1.0777, -0.6177], [0.6988, -1.3178, 2.8232], [-0.1278, 0.8313, 1.7403], [0.6144, -2.1273, 1.2707], [0.1051, 0.3194, -2.7902]],
  "lowdin_charge": [0.81, -0.51, 0.09, -0.34, -0.07, -0.49, -0.07, 0.07, 0.09, 0.10, 0.08, 0.10, -0.12, 0.08, 0.12, 0.08, -0.01],
  "mol_weight_g_mol": 118.205,
  "homo_energy_ev": -9.084
}

It comes down to run b, which is 14.6 kcal/mol more stable than the next structure.